Run i
Entry from OMol25: 7 unconnected molecules or ions with the total composition C7H27NO6 (ωB97M-V/def2-TZVPD).

Positions of all 41 atoms, in Å:
C 0.1974 0.5219 -3.9329
C 0.9765 -0.3411 -2.9743
C 0.4370 -0.8797 -1.8835
C 1.2173 -1.6837 -0.8933
C 0.5601 -2.9946 -0.4699
C -0.8631 -2.8538 0.0986
C -1.0886 -1.8037 1.1813
N -0.1876 -1.8461 2.3410
H 0.7436 1.4397 -4.1695
H -0.0235 0.0072 -4.8681
H -0.7357 0.8951 -3.5017
H 2.0092 -0.4770 -3.2863
H -0.6112 -0.7229 -1.6453
H 2.2148 -1.9136 -1.2873
H 1.4497 -1.0340 -0.0442
H 0.4895 -3.6261 -1.3558
H 1.1851 -3.5029 0.2677
H -1.5789 -2.6798 -0.7119
H -1.1504 -3.8482 0.4657
H -1.0098 -0.7974 0.7733
H -2.1180 -1.8926 1.5351
H 0.7506 -1.5199 2.1184
H -0.1544 -2.7858 2.7163
O -2.7434 0.6116 -0.7662
H -2.4206 1.1678 -0.0209
H -2.9923 1.2731 -1.4111
O -0.0943 3.9617 0.1643
H -0.0609 4.6800 0.8077
H -0.7618 3.3235 0.4953
O 2.2310 2.4867 0.1102
H 1.4277 3.0701 0.1208
H 2.1597 2.0335 -0.7442
O -0.4528 0.9699 3.1774
H -0.6949 0.0230 3.1707
H 0.4906 0.9844 2.8912
O 2.0866 0.7992 2.1964
H 2.7954 1.0295 2.7941
H 2.1409 1.4236 1.4266
O -1.8683 2.2422 1.3016
H -2.6026 2.5862 1.8481
H -1.3496 1.6730 1.9643

Output
LUMO energy (Ha): 0.018
HOMO level (eV): -9.03
Structure (SMILES): C/C=C/CCCCN.O.O.O.O.O.O
Spin multiplicity: 1
Net charge: 0
Orbital gap (eV): 9.5

From a Löwdin analysis of the wavefunction, the atomic charges in e read:
1. C -0.1123
2. C -0.1647
3. C -0.1211
4. C -0.2165
5. C -0.2044
6. C -0.2080
7. C -0.2749
8. N 0.0003
9. H 0.0658
10. H 0.0691
11. H 0.0644
12. H 0.1005
13. H 0.0917
14. H 0.1126
15. H 0.0936
16. H 0.1097
17. H 0.1031
18. H 0.1072
19. H 0.1058
20. H 0.0866
21. H 0.1141
22. H 0.0594
23. H 0.0779
24. O -0.0814
25. H -0.0096
26. H 0.0262
27. O -0.0637
28. H 0.0628
29. H 0.0084
30. O -0.0686
31. H 0.0207
32. H 0.0600
33. O -0.0827
34. H 0.0292
35. H 0.0118
36. O -0.0708
37. H 0.0553
38. H 0.0119
39. O -0.1002
40. H 0.0928
41. H 0.0379

---

Run ii
Entry from OMol25: 7 unconnected molecules or ions with the total composition C7H27NO6 (ωB97M-V/def2-TZVPD).

Positions of all 41 atoms, in Å:
C 2.4509 -0.1425 -1.8547
C 1.2600 0.1357 -0.9042
C 1.2210 -0.3386 0.3445
C 2.4883 -0.7820 0.9780
C -0.0098 -0.2810 1.1966
C -0.3363 -1.7118 1.7167
C -1.5246 -1.6719 2.6470
N -0.6548 -2.6390 0.5753
H 2.5872 0.5257 -2.7405
H 3.4023 0.0124 -1.2508
H 2.3547 -1.0568 -2.3294
H 0.4859 0.7333 -1.4758
H 3.3631 -0.3516 0.3954
H 2.6625 -0.2879 1.9232
H 2.5549 -1.8343 1.0929
H 0.1391 0.1091 2.2196
H -0.8741 0.1981 0.5650
H 0.6534 -2.0162 2.1997
H -1.3473 -1.2129 3.6826
H -1.8876 -2.6572 2.8217
H -2.3654 -1.0239 2.3916
H 0.3962 -2.6976 0.1367
H -1.1325 -2.2278 -0.1963
O -1.5650 3.4855 0.3002
H -1.3683 2.9584 1.1365
H -1.8978 2.9617 -0.3790
O 0.4180 2.6579 -2.6466
H 1.2241 2.5822 -2.1794
H -0.2383 2.8722 -2.0182
O -1.8591 1.2834 -2.5535
H -1.0024 1.0973 -2.8461
H -2.0320 1.9721 -3.2184
O 0.2568 3.1508 2.7675
H 1.1755 3.0201 2.3938
H -0.1490 4.0624 2.4729
O -3.1928 0.3165 0.0320
H -3.5378 -0.5884 -0.1113
H -3.0960 0.6171 -0.8913
O 0.5113 -3.9999 -2.0699
H -0.4634 -4.1137 -2.0756
H 0.9294 -3.1171 -2.2483

Output
LUMO energy (Ha): 0.008
HOMO level (eV): -8.96
Structure (SMILES): C/C=C(\C)C[C@@H](C)N.O.O.O.O.O.O
Spin multiplicity: 1
Net charge: 0
Orbital gap (eV): 9.2

From a Löwdin analysis of the wavefunction, the atomic charges in e read:
1. C -0.0841
2. C -0.1027
3. C -0.3441
4. C -0.0594
5. C -0.1498
6. C -0.4450
7. C -0.0876
8. N 0.0266
9. H 0.0771
10. H 0.0765
11. H 0.0289
12. H 0.0814
13. H 0.0809
14. H 0.0849
15. H 0.0730
16. H 0.1149
17. H 0.1298
18. H 0.1436
19. H 0.1006
20. H 0.0556
21. H 0.0657
22. H 0.1104
23. H 0.0325
24. O -0.0557
25. H 0.0561
26. H -0.0375
27. O -0.0271
28. H 0.0227
29. H 0.0011
30. O -0.0357
31. H -0.0166
32. H 0.0739
33. O -0.1292
34. H 0.0635
35. H 0.0964
36. O -0.0804
37. H 0.0539
38. H 0.0077
39. O -0.0973
40. H 0.0525
41. H 0.0421

---

Which one is most stable, and which one is least stable? run i is the most stable of them, while run ii is the least stable.

---

Run i
Entry from OMol25: 2 unconnected molecules or ions with the total composition C2H9N2O (ωB97M-V/def2-TZVPD).

Positions of all 14 atoms, in Å:
C 3.1167 -0.7530 -0.6550
N 2.1919 -0.8063 0.5724
H 3.8828 -1.6459 -0.3680
H 2.5761 -1.1733 -1.5444
H 3.4994 0.1971 -0.8182
H 1.2376 -0.3896 0.5066
H 2.4985 -0.4103 1.5879
H 1.9676 -1.8571 0.8628
C -1.8993 0.5846 -0.5126
N -2.9432 1.1749 0.1095
O -1.1845 0.0288 0.3261
H -1.6891 0.6811 -1.5773
H -3.4542 1.8746 -0.2210
H -3.0882 0.9236 1.1949

Output
LUMO energy (alpha / beta) (Ha): 0.032 / 0.026
HOMO level (alpha / beta) (eV): -3.48 / -10.12
Spin multiplicity: 2
Net charge: 0
Orbital gap (alpha / beta) (eV): 4.4 / 10.8

From a Löwdin analysis of the wavefunction, the atomic charges in e read:
1. C -0.1681
2. N -0.1037
3. H 0.0922
4. H 0.0685
5. H 0.0166
6. H 0.0557
7. H 0.0468
8. H 0.0452
9. C -0.3806
10. N 0.0967
11. O -0.1068
12. H 0.1266
13. H 0.0180
14. H 0.1931

---

Run ii
Entry from OMol25: 2 unconnected molecules or ions with the total composition C2H9N2O (ωB97M-V/def2-TZVPD).

Positions of all 14 atoms, in Å:
C -2.1061 0.1341 0.3328
C -0.6868 -0.0692 0.6545
N 0.1619 1.0889 0.2810
N -2.3658 0.3125 -1.0501
H -2.9750 -0.0520 0.9532
H -0.2430 -0.9111 0.1262
H -0.3225 1.5637 -0.4754
H 0.1374 1.7302 1.0632
H -0.4555 -0.2733 1.6924
H -2.4416 -0.5939 -1.5022
H -3.2873 0.7135 -1.1551
H 3.5009 -1.4109 0.4260
H 4.7894 -0.6340 0.1171
O 4.2027 -1.3154 -0.2232

Output
LUMO energy (alpha / beta) (Ha): 0.037 / 0.021
HOMO level (alpha / beta) (eV): -7.55 / -9.37
Spin multiplicity: 2
Net charge: 0
Orbital gap (alpha / beta) (eV): 8.6 / 9.9

From a Löwdin analysis of the wavefunction, the atomic charges in e read:
1. C -0.1855
2. C -0.3159
3. N -0.0145
4. N -0.0021
5. H 0.0869
6. H 0.0958
7. H 0.0451
8. H 0.0508
9. H 0.0984
10. H 0.0789
11. H 0.0660
12. H 0.0271
13. H 0.0309
14. O -0.0618

---

Which one is most stable, and which one is least stable? run ii is the most stable of them, while run i is the least stable.

---

Run i
Entry from OMol25: a single C4H8S2 molecule (ωB97M-V/def2-TZVPD).

Positions of all 14 atoms, in Å:
S -0.9902 2.1413 -1.6078
C -1.5561 1.4098 -0.0235
C -0.7501 0.1691 0.4414
C 0.5613 0.0018 0.4829
C 1.1240 -1.3822 0.6876
S 1.7163 -2.1362 -0.8475
H -0.9941 1.0279 -2.3400
H -1.4225 2.2401 0.6716
H -2.6191 1.1490 -0.0623
H -1.4495 -0.6558 0.7389
H 1.2634 0.8067 0.2660
H 1.9371 -1.3564 1.3757
H 0.3685 -2.0478 1.0714
H 2.8111 -1.3672 -0.8545

Output
LUMO energy (Ha): 0.034
HOMO level (eV): -8.93
Structure (SMILES): SC/C=C/CS
Spin multiplicity: 1
Net charge: 0
Orbital gap (eV): 9.9

From a Löwdin analysis of the wavefunction, the atomic charges in e read:
1. S 0.6688
2. C -0.5443
3. C -0.1870
4. C -0.2084
5. C -0.5858
6. S 0.6974
7. H -0.1527
8. H 0.0576
9. H 0.0604
10. H 0.1164
11. H 0.1090
12. H 0.0539
13. H 0.0588
14. H -0.1440

---

Run ii
Entry from OMol25: a molecular structure, C4H8S2 (ωB97M-V/def2-TZVPD).

Positions of all 14 atoms, in Å:
C -2.1703 -0.1582 0.5592
C 1.9402 0.6650 -0.2986
C 0.5386 0.7314 0.3820
C -0.3366 -0.2922 -0.2907
S -3.2761 0.6483 -0.2698
S 0.1713 -2.0357 -0.1588
H -2.3025 -0.9673 1.2993
H 1.7144 0.7657 -1.4295
H 2.4332 1.5112 0.1617
H 2.2448 -0.3760 -0.0687
H 0.6935 0.5397 1.4061
H 0.1556 1.6175 0.1041
H -0.6768 -0.1776 -1.2419
H -1.1292 -2.4719 -0.1544

Output
LUMO energy (Ha): -0.017
HOMO level (eV): -8.28
Spin multiplicity: 1
Net charge: 0
Orbital gap (eV): 7.8

From a Löwdin analysis of the wavefunction, the atomic charges in e read:
1. C -0.6088
2. C -0.1023
3. C -0.3204
4. C -0.6022
5. S 0.6415
6. S 0.7021
7. H 0.0170
8. H 0.1101
9. H 0.0681
10. H 0.0469
11. H 0.0991
12. H 0.0650
13. H 0.0115
14. H -0.1276

---

Which one is most stable, and which one is least stable? run i is the most stable of them, while run ii is the least stable.

---

Run i
Entry from OMol25: a single C6H10N4O2 molecule (ωB97M-V/def2-TZVPD).

Positions of all 22 atoms, in Å:
H 1.8714 3.2425 -1.1817
N 0.8892 3.0848 -1.1535
C 0.4886 1.9069 -0.7136
C -0.9585 1.8149 -0.3448
C -1.4913 0.6620 0.0414
C -0.8863 -0.6695 0.4099
N -0.4604 -0.8276 1.7341
N -1.6473 -1.7138 -0.0374
C 0.6216 -0.6098 -0.6353
N 1.2528 -1.8118 -0.1820
O 1.0815 -2.8381 -0.8538
O 1.7883 -1.7555 0.9393
C 1.3270 0.7076 -0.2250
H -1.3426 2.8312 -0.4037
H -2.5229 0.6648 0.4354
H 0.2451 -1.4802 2.0472
H -0.1604 0.0795 2.0896
H -1.8879 -2.5374 0.4623
H -2.0854 -1.6524 -0.9177
H 0.1918 -0.7234 -1.6472
H 2.3405 0.8247 -0.7335
H 1.3452 0.8006 0.8698

Output
LUMO energy (Ha): -0.001
HOMO level (eV): -8.95
Structure (SMILES): [H]/N=C1/C=CC(N)(N)[C@H]([N+](=O)[O-])C1
Spin multiplicity: 1
Net charge: 0
Orbital gap (eV): 8.9

From a Löwdin analysis of the wavefunction, the atomic charges in e read:
1. H 0.0297
2. N 0.1400
3. C -0.3318
4. C -0.0298
5. C -0.0200
6. C -0.5249
7. N 0.1212
8. N 0.1209
9. C -0.1205
10. N -0.3870
11. O 0.0490
12. O 0.0055
13. C -0.0765
14. H 0.1120
15. H 0.1244
16. H 0.0839
17. H 0.0975
18. H 0.1006
19. H 0.0915
20. H 0.1577
21. H 0.1403
22. H 0.1163

---

Run ii
Entry from OMol25: a molecular structure, C6H10N4O2 (ωB97M-V/def2-TZVPD).

Positions of all 22 atoms, in Å:
C 2.0755 3.0509 -2.7032
C 2.4738 2.3831 -1.6208
C -0.1489 0.0899 1.2564
C -1.7474 0.4549 -0.6872
C -0.1361 -1.6033 -0.5622
C -0.3360 -0.0924 -0.3221
N 1.6200 3.4340 -3.7076
N 0.6881 0.8541 -0.8425
N 3.2330 2.6918 -0.6743
N 1.7246 0.6626 -1.3311
O 3.6563 2.0526 0.2720
O 2.5042 -0.2130 -1.6491
H 0.7745 -0.3092 1.4120
H -0.1706 1.0688 1.5834
H -0.8647 -0.4949 1.7737
H -1.7403 0.9482 -1.7151
H -2.0042 1.2954 -0.0771
H -2.2867 -0.3808 -0.5723
H -1.0800 -1.9422 -0.1920
H 0.0774 -1.7998 -1.6173
H 0.6661 -1.9046 0.0829
H 3.4376 3.7864 -0.6646

Output
LUMO energy (alpha / beta) (Ha): -0.016 / -0.016
HOMO level (alpha / beta) (eV): -9.58 / -9.58
Spin multiplicity: 1
Net charge: 0
Orbital gap (alpha / beta) (eV): 9.1 / 9.1

From a Löwdin analysis of the wavefunction, the atomic charges in e read:
1. C -0.2087
2. C -0.1131
3. C -0.0117
4. C -0.0141
5. C -0.0231
6. C -0.4932
7. N 0.1757
8. N 0.1406
9. N -0.1582
10. N -0.2001
11. O -0.0128
12. O 0.0483
13. H 0.0447
14. H 0.0603
15. H 0.0824
16. H 0.1118
17. H 0.0724
18. H 0.0267
19. H 0.0734
20. H 0.0939
21. H 0.0750
22. H 0.2297

---

Which one is most stable, and which one is least stable? run i is the most stable of them, while run ii is the least stable.